The following is a DFT calculation (wB97M-V/def2-TZVPD) of C29H23FNO10P2W as an isolated structure.

## Properties
Total charge: +1
LUMO level (eV): -4.8502
Energy relative to the best compared isomer or geometry (same formula, charge and spin) (kcal/mol): 45.5

The geometry in XYZ format:
```
67
Properties=species:S:1:pos:R:3:forces:R:3
W -1.835 1.726 0.143 -0.1 -0.7 0.2
C 4.407 4.729 -2.768 0.0 0.0 0.0
C 4.665 3.746 -1.634 0.0 0.0 0.0
C 5.777 2.781 -2.004 0.0 0.0 0.0
C 5.990 1.748 -0.914 0.0 0.0 0.0
C 4.713 0.996 -0.682 0.0 0.0 0.0
C 4.712 -0.316 -0.278 0.0 0.0 0.0
C 3.510 -0.989 -0.052 0.0 0.0 0.0
F 3.569 -2.266 0.347 0.0 0.0 0.0
C 2.300 -0.387 -0.217 0.0 0.0 0.0
C 2.277 0.955 -0.631 0.0 0.0 0.0
C 1.013 1.631 -0.756 -0.1 0.0 -0.2
O -0.058 0.939 -0.572 0.2 0.1 0.3
C 1.041 2.990 -1.081 -0.1 0.0 0.1
C 2.248 3.596 -1.342 0.1 0.0 0.0
N 3.422 2.977 -1.287 0.0 0.1 0.0
C 3.475 1.646 -0.877 0.0 0.0 0.0
C -0.184 3.833 -1.177 0.0 -0.1 -0.1
O -0.145 5.013 -1.386 0.0 0.0 0.0
O -1.320 3.149 -1.061 -0.2 0.2 0.0
H 5.366 5.109 -3.117 0.0 0.0 0.0
H 3.814 5.591 -2.470 0.0 0.0 0.0
H 3.915 4.232 -3.605 0.0 0.0 0.0
H 4.949 4.288 -0.728 0.0 0.0 0.0
H 6.683 3.363 -2.172 0.0 0.0 0.0
H 5.527 2.289 -2.949 0.0 0.0 0.0
H 6.291 2.248 0.013 0.0 0.0 0.0
H 6.790 1.056 -1.174 0.0 0.0 0.0
H 5.644 -0.845 -0.124 0.0 0.0 0.0
H 1.374 -0.911 -0.032 0.0 0.0 0.0
H 2.243 4.639 -1.620 0.0 0.0 0.0
O -4.043 2.560 -2.425 0.0 0.0 -0.1
P -3.857 1.210 -1.622 0.2 -0.2 0.2
O -4.828 0.170 -1.944 0.0 -0.1 0.1
O -2.325 0.846 -1.631 0.1 0.0 -0.2
O -3.754 1.735 -0.098 0.2 0.5 -0.1
P -1.643 3.033 2.437 0.1 -0.2 -0.1
O -2.540 3.905 1.332 -0.3 0.2 0.3
O -2.446 1.661 2.043 -0.1 0.2 -0.2
O -0.498 2.609 1.326 -0.1 0.1 -0.2
H -4.590 2.444 -3.212 -0.1 0.0 0.0
H -2.693 4.853 1.393 0.2 0.0 0.0
C -1.856 -0.318 0.720 -0.1 -0.1 0.2
C -2.123 -1.453 1.077 0.2 -0.1 -0.2
C -2.470 -2.769 1.344 -0.1 0.0 -0.1
C -3.727 -3.242 0.823 0.0 0.0 0.0
C -4.429 -4.290 1.451 0.0 0.0 0.0
C -5.651 -4.689 0.953 0.0 0.0 0.0
C -6.184 -4.063 -0.171 0.0 0.0 0.0
C -5.508 -3.018 -0.793 0.0 0.0 0.0
C -4.293 -2.601 -0.295 0.0 0.0 0.0
C -1.563 -3.587 2.119 0.0 0.0 0.0
C -0.712 -2.974 3.053 0.0 0.0 0.0
C 0.161 -3.738 3.799 0.0 0.0 0.0
C 0.220 -5.114 3.599 0.0 0.0 0.0
C -0.591 -5.728 2.653 0.0 0.0 0.0
C -1.485 -4.974 1.917 0.0 0.0 0.0
H -4.040 -4.736 2.356 0.0 0.0 0.0
H -6.203 -5.477 1.448 0.0 0.0 0.0
H -7.142 -4.386 -0.556 0.0 0.0 0.0
H -5.924 -2.514 -1.654 0.0 0.0 0.0
H -3.770 -1.794 -0.788 0.0 0.0 0.0
H -0.774 -1.903 3.201 0.0 0.0 0.0
H 0.798 -3.269 4.536 0.0 0.0 0.0
H 0.912 -5.710 4.179 0.0 0.0 0.0
H -0.518 -6.793 2.484 0.0 0.0 0.0
H -2.086 -5.440 1.150 0.0 0.0 0.0
```
Positions in Å, forces in eV/Å.